# 1
16
Properties=species:S:1:pos:R:3:nbo_charge:R:1 method="wB97M-V/def2-TZVPD" de_lowest_kcal_mol=20.1 gap_ev=9.671 energy_ha=-288.75001 smiles="CC1=CCC(C)=N1" max_force_ev_per_a=1.40
C -2.57 -0.46 0.14 -0.640
C -1.16 0.02 0.10 0.154
C -0.70 1.28 0.12 -0.267
C 0.77 1.18 -0.03 -0.519
C 0.99 -0.30 0.01 0.311
C 2.35 -0.92 -0.09 -0.662
N -0.12 -0.94 -0.01 -0.456
H -2.69 -1.25 0.89 0.225
H -3.26 0.35 0.38 0.216
H -2.87 -0.88 -0.82 0.224
H -1.27 2.20 0.17 0.220
H 1.40 1.84 0.59 0.244
H 1.01 1.14 -1.14 0.264
H 2.25 -2.00 -0.22 0.238
H 2.97 -0.53 -0.91 0.224
H 2.90 -0.73 0.84 0.225

=====

# 2
16
Properties=species:S:1:pos:R:3:nbo_charge:R:1 method="wB97M-V/def2-TZVPD" de_lowest_kcal_mol=158.1 gap_ev=7.976 energy_ha=-288.53007 max_force_ev_per_a=1.83
C -1.87 0.67 -0.20 -0.263
C -0.78 1.46 -0.92 -0.390
N -0.55 0.71 0.41 -0.298
C 0.15 0.14 1.55 -0.180
C 0.48 -0.28 0.20 0.108
C 0.68 -1.51 -0.59 -0.422
C 1.71 -0.38 -0.62 -0.406
H -2.14 -0.34 -0.52 0.177
H -2.69 1.17 0.33 0.193
H -0.86 2.51 -0.66 0.136
H -0.47 -0.52 2.15 0.214
H 0.83 0.82 2.06 0.215
H 0.13 -1.67 -1.52 0.238
H 0.92 -2.41 -0.03 0.216
H 2.65 -0.54 -0.09 0.212
H 1.80 0.16 -1.56 0.250

=====

# 3
16
Properties=species:S:1:pos:R:3:nbo_charge:R:1 method="wB97M-V/def2-TZVPD" de_lowest_kcal_mol=105.9 gap_ev=6.330 energy_ha=-288.61332 max_force_ev_per_a=2.54
C -1.29 1.54 0.55 -0.886
C -0.32 0.84 -0.26 -0.119
C -0.02 -0.62 -0.09 0.161
C -1.14 -1.59 0.03 -0.661
C 1.32 -0.89 0.02 -0.379
C 2.01 0.35 -0.16 0.132
N 1.18 1.34 -0.23 -0.479
H -1.70 1.00 1.46 0.194
H -0.09 0.55 -1.45 0.252
H -2.03 2.09 -0.05 0.197
H -0.82 -2.63 -0.14 0.218
H -2.02 -1.35 -0.59 0.247
H -1.44 -1.51 1.08 0.250
H 1.81 -1.83 0.21 0.234
H 3.08 0.47 -0.27 0.213
H 1.39 2.33 -0.36 0.424

=====

# 4
16
Properties=species:S:1:pos:R:3:nbo_charge:R:1 method="wB97M-V/def2-TZVPD" de_lowest_kcal_mol=23.7 gap_ev=10.413 energy_ha=-288.74431 smiles="C=C(C)CCC#N" max_force_ev_per_a=1.12
C -0.27 0.36 1.60 -0.407
C 0.13 0.66 0.36 0.023
C 1.34 1.55 0.12 -0.651
C -0.60 0.14 -0.87 -0.422
C -1.06 -1.32 -0.72 -0.503
C 0.07 -2.20 -0.40 0.290
N 0.99 -2.85 -0.15 -0.329
H 0.25 0.77 2.47 0.203
H -1.11 -0.30 1.80 0.191
H 1.59 1.62 -0.94 0.211
H 2.22 1.14 0.63 0.232
H 1.18 2.56 0.51 0.225
H 0.05 0.21 -1.74 0.215
H -1.47 0.77 -1.07 0.228
H -1.50 -1.67 -1.66 0.251
H -1.82 -1.42 0.06 0.244

=====

# 5
16
Properties=species:S:1:pos:R:3:nbo_charge:R:1 method="wB97M-V/def2-TZVPD" de_lowest_kcal_mol=3.6 gap_ev=8.689 energy_ha=-288.77632 smiles=Cc1ccc(C)[nH]1 max_force_ev_per_a=0.32
C 0.48 -2.45 0.47 -0.638
C -0.05 -1.14 -0.01 0.116
C -0.56 -0.77 -1.23 -0.291
C -0.72 0.64 -1.24 -0.307
C -0.29 1.11 -0.02 0.122
C 0.05 2.50 0.41 -0.637
N 0.09 0.02 0.73 -0.511
H -0.15 -2.96 1.21 0.214
H 0.62 -3.12 -0.38 0.229
H 1.47 -2.29 0.93 0.212
H -0.73 -1.45 -2.06 0.215
H -1.02 1.27 -2.07 0.217
H 0.74 2.47 1.27 0.211
H 0.55 3.01 -0.42 0.227
H -0.81 3.11 0.70 0.219
H 0.34 0.04 1.70 0.404

=====

# 6
16
Properties=species:S:1:pos:R:3:nbo_charge:R:1 method="wB97M-V/def2-TZVPD" de_lowest_kcal_mol=40.1 gap_ev=8.893 energy_ha=-288.71814 smiles=Cc1c[nH]c(C)c1 max_force_ev_per_a=0.62
C 1.88 1.04 0.97 -0.623
C 0.66 0.18 0.96 -0.099
C 0.56 -1.17 0.85 -0.062
N -0.62 -1.49 0.18 -0.577
C -1.22 -0.27 -0.21 0.115
C -1.64 -0.15 -1.66 -0.642
C -0.55 0.73 0.41 -0.234
H 2.79 0.45 1.10 0.217
H 1.83 1.84 1.71 0.215
H 1.94 1.51 -0.02 0.211
H 1.30 -1.95 1.00 0.207
H -1.24 -2.18 0.60 0.402
H -2.68 -0.03 -1.94 0.215
H -1.07 0.70 -2.07 0.218
H -1.22 -1.03 -2.16 0.229
H -0.74 1.79 0.27 0.209

=====

# 7
16
Properties=species:S:1:pos:R:3:nbo_charge:R:1 method="wB97M-V/def2-TZVPD" de_lowest_kcal_mol=69.9 gap_ev=10.374 energy_ha=-288.67066 smiles=CC#CC[C@H]1CN1 max_force_ev_per_a=0.93
C -0.76 -1.97 2.67 -0.682
C -0.74 -1.28 1.39 0.001
C -0.73 -0.71 0.33 -0.032
C -0.68 0.03 -0.93 -0.478
C 0.17 1.28 -0.89 -0.078
C 1.58 1.14 -1.34 -0.270
N 0.54 1.62 -2.26 -0.582
H -0.54 -1.26 3.48 0.233
H 0.00 -2.77 2.68 0.233
H -1.74 -2.42 2.85 0.234
H -1.69 0.32 -1.27 0.235
H -0.28 -0.60 -1.74 0.239
H -0.17 2.06 -0.20 0.205
H 1.93 0.10 -1.37 0.196
H 2.40 1.85 -1.13 0.199
H 0.72 2.62 -2.27 0.345

=====

# 8
16
Properties=species:S:1:pos:R:3:nbo_charge:R:1 method="wB97M-V/def2-TZVPD" de_lowest_kcal_mol=2.0 gap_ev=8.842 energy_ha=-288.77879 smiles=Cc1c[nH]c(C)c1 max_force_ev_per_a=0.21
C -2.57 -0.53 0.08 -0.622
C -1.15 -0.05 -0.07 -0.094
C -0.73 1.24 -0.22 -0.091
N 0.64 1.26 -0.21 -0.507
C 1.12 -0.02 -0.05 0.131
C 2.58 -0.29 0.09 -0.639
C 0.03 -0.85 0.02 -0.305
H -2.92 -0.39 1.11 0.213
H -2.65 -1.60 -0.14 0.214
H -3.25 0.01 -0.58 0.214
H -1.30 2.16 -0.34 0.206
H 1.22 2.08 -0.26 0.406
H 2.93 -0.08 1.11 0.217
H 2.79 -1.34 -0.11 0.229
H 3.18 0.31 -0.59 0.212
H 0.08 -1.93 0.14 0.214

=====

# 9
16
Properties=species:S:1:pos:R:3:nbo_charge:R:1 method="wB97M-V/def2-TZVPD" de_lowest_kcal_mol=33.4 gap_ev=8.822 energy_ha=-288.72879 smiles=Cc1c[nH]cc1C max_force_ev_per_a=3.83
C 0.70 -1.59 -0.87 -0.640
C -0.18 -0.75 0.02 -0.068
C -0.36 -1.01 1.34 -0.114
N -0.89 0.18 1.90 -0.498
C -0.97 1.15 0.98 -0.043
C -0.48 0.60 -0.26 -0.118
C 0.32 1.37 -1.32 -0.635
H 0.22 -1.96 -1.76 0.225
H 0.78 -2.62 -0.40 0.211
H 1.69 -1.13 -0.92 0.217
H 0.17 -1.66 1.92 0.201
H -1.05 0.31 2.89 0.409
H -1.48 2.10 1.22 0.210
H 0.38 2.48 -0.98 0.213
H 1.35 1.02 -1.42 0.214
H -0.21 1.52 -2.32 0.215

=====

# 10
16
Properties=species:S:1:pos:R:3:nbo_charge:R:1 method="wB97M-V/def2-TZVPD" de_lowest_kcal_mol=102.9 gap_ev=8.570 energy_ha=-288.61810 max_force_ev_per_a=1.12
C -1.55 -1.09 0.90 -0.585
C -0.62 0.02 0.41 -0.327
C 0.75 -0.50 -0.12 -0.399
C 1.11 0.23 -1.42 -0.595
C 1.16 1.69 -1.49 -0.010
C -0.41 1.03 1.46 0.285
N -0.23 1.81 2.30 -0.325
H -2.53 -0.67 1.18 0.225
H -1.14 -1.61 1.77 0.219
H -1.71 -1.82 0.10 0.214
H 0.68 -1.58 -0.29 0.216
H 1.53 -0.35 0.64 0.225
H 2.20 0.12 -1.65 0.298
H 0.62 -0.22 -2.29 0.227
H 1.32 2.05 -0.45 0.094
H -1.13 0.53 -0.42 0.239

=====

# 11
16
Properties=species:S:1:pos:R:3:nbo_charge:R:1 method="wB97M-V/def2-TZVPD" de_lowest_kcal_mol=130.4 gap_ev=10.440 energy_ha=-288.57416 smiles="CC1([C@H]2C=N2)C=C1.[H][H]" max_force_ev_per_a=0.53
C 1.56 -0.72 1.18 -0.618
C 0.47 -0.02 0.40 -0.109
C -0.82 -0.82 0.36 -0.145
C -2.13 -0.20 0.40 0.061
N -1.83 -0.59 -0.75 -0.311
C 0.83 0.89 -0.74 -0.153
C 0.40 1.48 0.33 -0.201
H 1.25 -0.93 2.21 0.207
H 2.46 -0.09 1.22 0.215
H 1.83 -1.67 0.72 0.209
H -0.73 -1.87 0.67 0.186
H -2.93 0.34 0.89 0.209
H 1.21 0.95 -1.75 0.231
H 0.15 2.39 0.85 0.225
H -0.65 0.63 -3.23 -0.040
H -1.07 0.24 -2.75 0.033

=====

# 12
16
Properties=species:S:1:pos:R:3:nbo_charge:R:1 method="wB97M-V/def2-TZVPD" de_lowest_kcal_mol=64.8 gap_ev=10.426 energy_ha=-288.67881 smiles=CC#CC[C@H]1CN1 max_force_ev_per_a=0.56
C -0.87 1.57 2.95 -0.681
C -0.82 0.97 1.62 0.000
C -0.80 0.47 0.52 -0.029
C -0.77 -0.13 -0.82 -0.475
C 0.63 -0.32 -1.36 -0.071
C 1.30 -1.64 -1.33 -0.260
N 0.71 -1.13 -2.57 -0.593
H -0.06 1.18 3.58 0.233
H -1.81 1.34 3.45 0.234
H -0.76 2.66 2.90 0.232
H -1.34 0.50 -1.52 0.234
H -1.27 -1.10 -0.81 0.235
H 1.27 0.56 -1.29 0.198
H 0.78 -2.49 -0.90 0.196
H 2.38 -1.67 -1.24 0.194
H 1.43 -0.78 -3.20 0.353

=====

# 13
16
Properties=species:S:1:pos:R:3:nbo_charge:R:1 method="wB97M-V/def2-TZVPD" de_lowest_kcal_mol=108.0 gap_ev=10.176 energy_ha=-288.60989 smiles=C1[C@H]2[C@H]3CN1C[C@@H]23 max_force_ev_per_a=7.90
C 0.65 -1.12 -0.49 -0.254
C -0.70 -0.69 -0.76 -0.285
C -0.82 0.82 -0.56 -0.279
C 0.70 1.16 -0.31 -0.213
N 1.24 0.02 0.32 -0.387
C 0.03 -0.15 1.38 -0.220
C -1.21 0.06 0.49 -0.245
H 0.62 -2.18 -0.02 0.208
H 1.19 -1.47 -1.54 0.202
H -1.26 -1.10 -1.48 0.223
H -1.19 1.61 -1.22 0.245
H 1.33 1.37 -1.37 0.178
H 0.94 2.04 0.22 0.204
H -0.02 0.47 2.20 0.198
H 0.00 -1.07 1.58 0.177
H -2.25 -0.35 0.90 0.247

=====

# 14
16
Properties=species:S:1:pos:R:3:lowdin_charge:R:1 method="wB97M-V/def2-TZVPD" de_lowest_kcal_mol=122.6 gap_ev=8.954 energy_ha=-288.58672 smiles="CC1=C2C[C@H]12.C=N" max_force_ev_per_a=0.45
C -1.18 1.78 0.98 -0.041
C -0.38 1.21 -0.14 -0.312
C 0.02 1.53 -1.41 0.075
C 0.75 0.19 -1.70 -0.152
C 0.78 0.42 -0.26 -0.175
H -1.79 1.00 1.45 0.075
H -1.84 2.57 0.62 0.082
H -0.53 2.19 1.76 0.087
H 1.70 0.23 -2.24 0.099
H 0.10 -0.59 -2.07 0.101
H 1.70 0.53 0.32 0.125
C -0.05 -1.83 0.77 -0.175
N 1.13 -2.31 0.79 0.027
H -0.68 -2.00 -0.10 0.072
H -0.51 -1.24 1.57 0.071
H 1.60 -2.05 1.67 0.043